{"formula": "C9H14O", "method": "wB97M-V/def2-TZVPD", "species": ["C", "C", "H", "H", "H", "H", "H", "H", "C", "C", "C", "C", "C", "C", "C", "O", "H", "H", "H", "H", "H", "H", "H", "H"], "coordinates": [[-3.869, 1.091, -0.274], [-3.020, 2.215, -0.895], [-4.673, 0.875, -0.970], [-3.375, 0.172, 0.025], [-4.358, 1.351, 0.675], [-3.695, 3.091, -0.848], [-2.889, 2.201, -1.976], [-2.136, 2.488, -0.335], [3.962, -1.926, 0.302], [1.278, 0.758, 0.458], [0.102, 0.010, 0.420], [2.537, 0.148, 0.394], [2.640, -1.235, 0.245], [0.204, -1.352, 0.149], [1.459, -1.950, 0.064], [-1.069, 0.672, 0.485], [1.268, 1.845, 0.420], [3.436, 0.749, 0.377], [-0.574, -2.060, -0.116], [-1.801, 0.071, 0.549], [4.569, -1.588, 1.155], [4.590, -1.586, -0.533], [1.440, -3.029, -0.077], [3.970, -3.010, 0.306]], "forces_ev_per_angstrom": [[-0.21, 0.21, 0.11], [-1.63, 1.24, 0.50], [-0.10, -0.42, 0.00], [0.11, -0.32, -0.71], [0.15, 0.59, -0.27], [0.28, -0.01, 0.28], [0.56, -0.87, 0.09], [0.16, -0.20, -0.25], [1.38, 0.79, -0.23], [0.93, 0.14, -0.19], [0.64, -0.49, -0.71], [-0.95, -0.38, -0.31], [-0.40, -0.46, 0.29], [0.69, -0.41, -0.25], [-0.08, 0.14, 0.53], [0.38, 0.64, 0.37], [-0.40, -0.16, 0.36], [0.02, 0.14, 0.20], [-0.68, 0.65, 0.40], [-0.30, -0.47, -0.02], [-0.42, -0.17, 0.13], [-0.15, -0.28, -0.17], [0.41, 0.17, -0.09], [-0.40, -0.07, -0.05]], "smiles": "Cc1ccc(O)cc1.CC", "gap_ev": 9.24, "molar_mass_g_mol": 138.21, "charge": 0, "e_homo_ev": -8.27, "total_energy_ha": -426.5431, "fmax_ev_per_a": 2.110}